1.
# C29H46BrN3P2Tc

A molecular structure, C29H46BrN3P2Tc in a non-equilibrium geometry (ωB97M-V/def2-TZVPD, the OMol25 dataset).

Positions of all 82 atoms, in Å:
N -4.937 1.867 -2.650
C -4.865 2.216 -1.357
C -3.758 1.874 -0.567
C -2.647 1.322 -1.229
C -2.778 0.820 -2.529
C -3.973 1.128 -3.208
C -1.333 1.390 -0.520
Tc -0.252 -0.168 0.030
P 1.933 -0.333 0.469
C -0.106 1.263 -1.368
C 0.882 2.420 -1.371
C 1.953 2.434 -2.295
C 2.933 3.427 -2.215
C 2.892 4.414 -1.211
C 1.785 4.432 -0.342
C 0.763 3.484 -0.465
Br 4.285 5.567 -0.940
H -1.401 2.198 0.222
H -0.185 0.829 -2.373
H -3.654 2.157 0.486
H -1.968 0.278 -3.026
H -5.640 2.846 -0.903
H -4.080 0.846 -4.262
H 2.015 1.658 -3.069
H -0.101 3.518 0.204
H 3.737 3.427 -2.938
H 1.711 5.169 0.448
P -0.923 -2.248 -0.857
C 2.975 1.177 0.772
C 4.448 1.218 0.384
H 2.875 1.339 1.857
H 2.463 2.034 0.305
H 4.830 2.227 0.579
H 5.045 0.525 0.984
H 4.612 1.001 -0.672
C 2.518 -0.977 -1.268
C 3.957 -1.308 -1.641
H 2.087 -0.286 -2.022
H 1.930 -1.905 -1.351
H 3.983 -1.657 -2.681
H 4.648 -0.471 -1.588
H 4.343 -2.114 -1.017
C 1.867 -0.977 2.326
C 3.036 -1.351 3.255
H 1.188 -1.843 2.257
H 1.283 -0.193 2.848
H 2.625 -1.665 4.234
H 3.619 -2.197 2.874
H 3.720 -0.516 3.459
C -0.409 -3.670 0.224
C -1.556 -4.321 0.998
H 0.347 -3.289 0.928
H 0.117 -4.409 -0.405
H -2.061 -3.612 1.667
H -2.317 -4.736 0.324
H -1.181 -5.135 1.633
C -0.370 -2.928 -2.494
C -0.956 -2.328 -3.780
H -0.558 -4.016 -2.462
H 0.719 -2.796 -2.539
H -2.031 -2.531 -3.882
H -0.800 -1.239 -3.861
H -0.450 -2.780 -4.649
C -2.767 -2.328 -1.038
C -3.606 -1.735 0.089
H -3.049 -3.374 -1.240
H -2.971 -1.766 -1.957
H -4.453 -1.168 -0.322
H -4.006 -2.523 0.741
H -3.055 -1.024 0.719
C -1.152 2.248 4.831
N -1.237 1.175 3.869
C -1.555 -0.165 4.100
C -1.489 -0.800 2.892
N -1.103 0.156 1.925
C -0.939 1.326 2.568
H -2.040 2.275 5.468
H -0.259 2.131 5.455
H -1.073 3.183 4.271
H -1.827 -0.552 5.067
H -1.610 -1.849 2.645
H -0.644 2.286 2.156

Values from the calculation:
Spin multiplicity: 4
Relative energy (zero: lowest compared OMol25 entry of this formula, charge and spin) in kcal per mole: 78.7
Net charge: +4
Gap between HOMO and LUMO (alpha / beta) in eV: 6.316 / 4.221
HOMO level (alpha / beta) in eV: -19.11 / -19.75

2.
# C29H46IrP2S

A molecular structure, C29H46IrP2S in a non-equilibrium geometry (ωB97M-V/def2-TZVPD, the OMol25 dataset).

Positions of all 79 atoms, in Å:
Ir 0.352 0.497 -3.383
C -1.070 -1.286 0.366
C 0.205 -1.567 -0.199
C 0.520 -0.218 1.622
C -0.871 -0.464 1.504
C 1.177 -0.823 0.528
C -2.374 -1.844 -0.017
H -2.262 -2.741 -0.634
H -2.977 -1.101 -0.556
H -2.958 -2.134 0.862
C -1.886 -0.108 2.511
H -2.820 -0.651 2.334
H -2.118 0.965 2.526
H -1.531 -0.377 3.519
C 1.211 0.368 2.788
H 1.929 -0.366 3.194
H 0.497 0.611 3.584
H 1.774 1.274 2.523
C 2.637 -0.783 0.310
H 3.190 -1.205 1.162
H 2.974 0.258 0.195
H 2.929 -1.339 -0.586
C 0.541 -2.597 -1.197
H 1.134 -3.416 -0.728
H 1.154 -2.200 -2.029
H -0.360 -3.056 -1.621
C -1.125 2.037 -4.631
C -2.002 0.812 -4.884
C -1.510 -0.191 -5.969
C -0.075 -0.747 -6.042
C 0.910 -0.507 -4.930
C 1.714 0.852 -4.781
C 1.376 2.170 -5.386
C -0.100 2.393 -5.679
H -1.699 0.321 -6.924
H 0.384 -0.467 -6.994
H -2.210 -1.036 -5.951
H -0.354 1.869 -6.608
H -1.835 2.885 -4.652
H -3.012 1.136 -5.215
H -0.201 3.460 -5.903
H 1.801 2.976 -4.767
H 2.733 0.551 -5.016
H 1.917 2.216 -6.334
H -0.175 -1.841 -6.032
H 1.610 -1.360 -4.782
P -2.652 0.311 -3.134
C -4.097 0.800 -2.198
C -2.456 -1.458 -3.359
P 2.447 1.106 -2.796
C -1.227 1.060 -2.350
C 3.823 -0.056 -2.892
C 3.094 2.790 -2.604
H -3.798 1.198 -1.213
H -4.755 -0.072 -2.045
H -4.639 1.579 -2.762
H -1.419 -1.655 -3.684
H -3.168 -1.766 -4.142
H -2.640 -2.017 -2.442
H 3.562 3.181 -3.514
H 3.838 2.712 -1.805
H 2.326 3.486 -2.247
H -1.212 1.485 -1.358
H -0.899 2.130 -3.335
H 4.385 0.070 -1.965
H 4.448 0.176 -3.759
H 3.458 -1.084 -2.955
S 0.740 2.999 -0.116
C -0.672 3.427 0.662
C -0.756 3.311 2.076
C -1.947 3.571 2.733
C -3.101 3.907 2.005
C -3.032 4.026 0.611
C -1.830 3.861 -0.056
H 0.146 2.992 2.607
H -1.968 3.501 3.821
H -4.037 4.071 2.528
H -3.937 4.253 0.032
H -1.750 4.013 -1.136

Values from the calculation:
Spin multiplicity: 6
Net charge: +2
Gap between HOMO and LUMO (alpha / beta) in eV: 4.894 / 3.895
HOMO level (alpha / beta) in eV: -11.94 / -11.76

3.
# C29H46N7OSSe2SiW

A molecular structure, C29H46N7OSSe2SiW in a non-equilibrium geometry (ωB97M-V/def2-TZVPD, the OMol25 dataset).

Positions of all 88 atoms, in Å:
W 0.059 0.156 0.147
C 4.630 1.430 -2.822
Se 4.028 0.118 -1.517
C 3.865 1.337 0.005
C 2.959 2.531 -0.235
Se 1.215 2.073 -1.025
C 0.405 3.775 -0.536
H 5.457 2.009 -2.417
H 3.806 2.079 -3.104
H 4.975 0.872 -3.688
H 4.874 1.666 0.237
H 3.477 0.731 0.820
H 3.433 3.247 -0.902
H 2.703 3.023 0.703
H 0.586 3.990 0.514
H -0.664 3.689 -0.717
H 0.834 4.539 -1.176
N 1.208 -3.819 1.326
C 2.542 -3.527 1.214
C 2.599 -2.304 0.616
N 1.333 -1.843 0.385
C 0.528 -2.764 0.834
C -0.909 -2.573 0.725
N -1.390 -1.426 0.302
C -2.760 -1.554 0.273
C -3.092 -2.801 0.687
N -1.899 -3.432 0.970
H 0.829 -4.535 1.924
H 3.312 -4.206 1.541
H 3.475 -1.748 0.328
H -3.411 -0.756 -0.041
H -4.047 -3.285 0.800
H -1.803 -4.350 1.372
C -1.328 1.265 -3.953
C -2.184 1.325 -2.713
C -3.515 1.667 -2.831
C -4.274 1.866 -1.673
C -3.666 1.800 -0.449
C -2.279 1.499 -0.390
N -1.590 1.153 -1.511
N -1.505 1.500 0.700
Si -1.866 2.508 2.097
C -2.735 4.082 1.529
C -0.265 2.997 2.943
C -2.968 1.616 3.315
H -1.479 2.180 -4.528
H -1.593 0.428 -4.598
H -0.274 1.197 -3.690
H -3.947 1.805 -3.814
H -5.329 2.103 -1.746
H -4.214 1.976 0.469
H -2.802 4.153 0.442
H -2.207 4.969 1.889
H -3.757 4.131 1.919
H 0.601 2.584 2.429
H -0.247 2.613 3.969
H -0.161 4.084 2.999
H -3.825 1.144 2.825
H -3.353 2.326 4.056
H -2.409 0.844 3.850
C 1.595 -2.713 -5.198
C 1.683 -2.258 -3.743
S 0.123 -1.528 -3.232
O 0.420 -0.883 -1.904
C -0.861 -3.015 -2.900
C -0.150 -4.161 -2.194
H 2.580 -3.016 -5.551
H 1.242 -1.904 -5.841
H 0.922 -3.566 -5.321
H 2.395 -1.445 -3.607
H 1.951 -3.063 -3.062
H -1.281 -3.316 -3.862
H -1.676 -2.606 -2.299
H 0.438 -4.760 -2.889
H -0.887 -4.821 -1.732
H 0.511 -3.791 -1.409
N 0.702 0.251 1.806
C 0.816 -0.082 3.141
C -0.187 -0.843 3.766
C -0.080 -1.201 5.101
C 1.028 -0.815 5.846
C 2.026 -0.067 5.235
C 1.927 0.294 3.899
H -1.055 -1.117 3.177
H -0.874 -1.772 5.567
H 1.108 -1.086 6.891
H 2.892 0.244 5.806
H 2.708 0.883 3.431

Values from the calculation:
Spin multiplicity: 1
Relative energy (zero: lowest compared OMol25 entry of this formula, charge and spin) in kcal per mole: 38.7
Net charge: +1
Gap between HOMO and LUMO in eV: 6.033
HOMO level in eV: -8.34

4.
# C29H46N7OSSe2SiW

A molecular structure, C29H46N7OSSe2SiW (ωB97M-V/def2-TZVPD, the OMol25 dataset).

Positions of all 88 atoms, in Å:
W -0.087 -0.165 -0.118
C 1.076 -1.412 3.650
Se -0.399 -1.599 2.393
C -1.713 -0.668 3.511
C -3.099 -1.264 3.347
Se -3.707 -1.258 1.486
C -4.645 -2.959 1.535
H 1.249 -0.370 3.916
H 1.964 -1.831 3.178
H 0.851 -1.984 4.547
H -1.695 0.390 3.252
H -1.382 -0.773 4.545
H -3.814 -0.705 3.950
H -3.109 -2.302 3.677
H -3.934 -3.773 1.649
H -5.169 -3.062 0.587
H -5.375 -2.965 2.341
N 2.526 1.894 2.755
C 1.456 2.625 3.221
C 0.382 2.223 2.488
N 0.776 1.268 1.586
C 2.072 1.094 1.767
C 2.752 0.130 0.944
N 2.033 -0.554 0.068
C 2.913 -1.347 -0.631
C 4.170 -1.144 -0.154
N 4.063 -0.195 0.834
H 3.473 1.978 3.082
H 1.557 3.348 4.010
H -0.635 2.570 2.545
H 2.577 -1.977 -1.436
H 5.117 -1.568 -0.436
H 4.822 0.140 1.401
C 2.806 3.503 -0.121
C 2.451 2.733 -1.366
C 3.220 2.863 -2.508
C 2.837 2.149 -3.641
C 1.723 1.345 -3.607
C 0.984 1.244 -2.409
N 1.363 1.955 -1.316
N -0.101 0.470 -2.188
Si -1.009 -0.319 -3.451
C -2.710 -0.767 -2.790
C -0.142 -1.851 -4.089
C -1.247 0.875 -4.896
H 3.192 4.490 -0.374
H 3.591 2.991 0.442
H 1.933 3.619 0.520
H 4.081 3.518 -2.519
H 3.417 2.223 -4.553
H 1.428 0.778 -4.478
H -2.997 -1.763 -3.134
H -3.471 -0.071 -3.153
H -2.735 -0.768 -1.699
H -0.095 -2.633 -3.330
H 0.878 -1.624 -4.409
H -0.675 -2.258 -4.953
H -2.272 0.817 -5.269
H -0.588 0.643 -5.735
H -1.055 1.913 -4.613
C -2.587 4.348 -2.208
C -2.097 2.933 -1.935
S -2.062 2.605 -0.168
O -1.808 1.111 0.054
C -3.807 2.736 0.259
C -4.744 1.930 -0.621
H -2.506 4.551 -3.275
H -1.983 5.089 -1.683
H -3.630 4.486 -1.925
H -1.063 2.786 -2.240
H -2.704 2.164 -2.410
H -4.040 3.802 0.276
H -3.824 2.378 1.291
H -4.872 2.385 -1.603
H -5.723 1.878 -0.146
H -4.379 0.912 -0.742
N -0.547 -1.783 -0.518
C -0.704 -3.144 -0.703
C 0.397 -3.998 -0.615
C 0.240 -5.361 -0.806
C -1.012 -5.894 -1.076
C -2.113 -5.049 -1.145
C -1.966 -3.685 -0.956
H 1.372 -3.582 -0.392
H 1.103 -6.012 -0.742
H -1.131 -6.958 -1.227
H -3.094 -5.458 -1.349
H -2.818 -3.022 -1.000

Values from the calculation:
Spin multiplicity: 1
Relative energy (zero: lowest compared OMol25 entry of this formula, charge and spin) in kcal per mole: 26.2
Net charge: +1
Gap between HOMO and LUMO in eV: 6.000
HOMO level in eV: -8.35

5.
# C29H46NO8PS

2 unconnected molecules or ions with the total composition C29H46NO8PS in a non-equilibrium geometry (ωB97M-V/def2-TZVPD, the OMol25 dataset).

Positions of all 86 atoms, in Å:
C 0.865 -3.766 -3.593
C 1.580 -2.625 -3.491
C 1.363 -1.626 -2.406
C 0.725 -0.419 -2.664
C 0.553 0.509 -1.661
C 1.027 0.259 -0.374
C 1.652 -0.958 -0.094
C 2.129 -1.316 1.308
O 1.313 -2.301 1.914
C -0.082 -1.997 1.884
C -0.834 -2.861 0.872
O -1.403 -2.016 -0.132
C -2.714 -2.387 -0.508
C -3.046 -1.742 -1.840
C 1.826 -1.921 -1.112
C 2.529 -3.220 -0.813
C 4.012 -3.221 -1.296
C 5.036 -3.516 -0.190
C 5.636 -2.280 0.523
N 5.398 -1.011 -0.175
C 0.813 1.346 0.636
O 0.663 1.151 1.815
C 0.829 2.749 0.073
P 1.555 4.004 1.157
O 1.664 5.394 0.380
O 3.069 3.463 1.337
S 0.732 4.243 2.860
C 0.340 2.971 -1.162
O 0.376 4.197 -1.719
C -0.815 4.690 -2.384
C -1.979 5.068 -1.462
C -1.512 5.798 -0.202
C -2.996 3.912 -1.212
C -4.411 4.530 -1.286
C -2.880 3.219 0.152
C -0.168 1.777 -1.935
O -1.099 1.805 -2.705
H 1.377 -4.710 -3.757
H -0.220 -3.744 -3.558
H 2.364 -2.411 -4.217
H 0.370 -0.217 -3.666
H 3.120 -1.761 1.218
H 2.248 -0.427 1.925
H -0.474 -2.236 2.873
H -0.296 -0.945 1.716
H -0.151 -3.570 0.397
H -1.625 -3.396 1.400
H -3.447 -2.067 0.243
H -2.747 -3.475 -0.629
H -2.543 -2.259 -2.658
H -2.715 -0.702 -1.856
H -4.121 -1.770 -2.019
H 2.456 -3.465 0.242
H 2.007 -4.020 -1.331
H 4.080 -4.048 -2.007
H 4.248 -2.324 -1.863
H 4.509 -4.099 0.569
H 5.822 -4.168 -0.567
H 5.334 -2.258 1.576
H 6.721 -2.410 0.546
H 5.723 -0.263 0.426
H 4.405 -0.842 -0.305
H 2.095 5.337 -0.483
H 3.510 3.336 0.485
H -0.486 5.614 -2.861
H -1.136 4.035 -3.190
H -2.525 5.815 -2.047
H -1.171 5.147 0.598
H -2.298 6.456 0.171
H -0.686 6.459 -0.469
H -2.943 3.211 -2.043
H -4.554 5.124 -2.188
H -4.570 5.159 -0.407
H -5.154 3.734 -1.218
H -3.146 2.164 0.034
H -1.881 3.228 0.585
H -3.577 3.626 0.884
C -3.755 -3.739 5.794
C -2.738 -2.808 5.161
O -2.813 -2.833 3.736
H -3.602 -4.761 5.446
H -3.677 -3.723 6.882
H -4.771 -3.447 5.517
H -1.726 -3.111 5.423
H -2.891 -1.782 5.512
H -3.699 -2.555 3.486

Values from the calculation:
Structure (SMILES): C=Cc1cc2c(c(COCCOCC)c1CCCCN)C(=O)C(P(O)(O)=S)=C(OC[C@H](C)C(C)C)C2=O.CCO
Spin multiplicity: 1
Net charge: 0
Gap between HOMO and LUMO in eV: 7.520
HOMO level in eV: -8.56

Result set for calculated total energy: -126062.4270, -63046.5446, -194526.1523, -194526.6956, -68811.4055 eV, one per record in the order listed.